This record from OMol25 describes a 2-piece molecular cluster, C17H32ClF3N2O7PS overall at a distorted geometry. The level of theory is ωB97M-V/def2-TZVPD.

The geometry in XYZ format:
```
64
Properties=species:S:1:pos:R:3:forces:R:3
C 0.686020 1.211829 -4.134804 -0.655 1.269 -0.498
H -1.999580 -6.738179 2.009578 0.032 0.013 -0.053
C 1.732593 -0.886258 -1.378030 0.835 -0.157 0.072
C -2.074556 3.902706 1.710367 0.039 0.584 0.337
H -1.502702 4.391131 2.498198 0.163 0.125 0.147
H 0.195156 2.340871 1.758112 -0.357 0.108 -0.413
H 1.399222 4.169528 1.449184 -0.221 0.230 0.160
H -3.731799 -6.318994 1.813934 -0.016 0.027 -0.003
N -1.252719 3.849569 0.521683 -0.303 -0.965 -0.205
H -1.888404 0.068826 -0.894064 -0.129 0.348 0.443
C -1.528357 2.693255 -0.306184 -0.397 0.807 0.157
C 1.874000 3.354463 0.916223 0.087 0.167 -0.050
H 0.156902 -1.622777 0.690375 0.502 0.295 0.038
C -0.842817 -1.264947 0.489280 -1.078 -0.605 0.210
H 5.223361 0.783903 2.007938 -0.058 0.279 0.455
F -2.373548 -1.254013 2.360526 0.071 0.107 -0.076
H 1.608237 0.818391 -4.587679 0.198 -0.117 0.192
O 4.131738 -0.771614 -1.310142 -1.766 -0.272 1.058
H 4.222145 1.481969 0.707097 -0.307 0.341 -0.037
H 1.680745 1.750846 2.215938 0.237 -0.385 0.124
Cl 2.382143 1.886396 -1.941362 0.563 0.192 -0.309
H -1.301472 5.908723 0.432705 0.030 0.245 0.171
C 4.622704 0.577763 1.139272 0.423 -0.426 -0.491
H -2.263130 5.134908 -0.818791 -0.106 0.069 -0.224
C 3.531472 -0.363151 1.533326 -0.250 0.115 1.904
H 1.212645 -1.811769 -1.148080 -0.252 -0.065 0.376
H -2.024748 -8.112099 -0.055662 0.027 0.047 0.011
O -1.623885 -2.451362 0.262940 -0.212 0.452 -0.225
O 3.061443 -0.356858 2.658213 0.460 -0.331 -1.302
H 0.288516 3.144201 -1.230792 0.283 0.153 0.285
C 0.029667 0.411910 -3.071433 0.537 -0.585 -0.708
H -1.308664 -3.128915 0.856458 0.213 -0.380 0.155
C -0.935929 -0.427530 -0.755585 0.772 -0.175 -0.638
C -1.328333 -0.603381 1.802258 0.419 0.060 0.278
H -3.756894 -7.749359 -0.342096 -0.012 0.015 -0.012
H -2.978644 4.498330 1.586168 -0.361 -0.055 -0.171
H -1.041061 0.514918 -3.185071 -0.353 0.495 0.365
H -0.928494 -1.182394 -1.532325 0.011 -0.255 -0.249
C -1.329206 5.072832 -0.255678 0.304 0.016 0.351
H 2.030979 -0.983282 -2.408850 -0.200 0.270 -0.475
O -1.004756 -5.491172 -0.317825 0.094 -0.071 0.095
H 0.201041 -0.623710 -3.370607 0.252 -0.252 0.311
O 3.089773 -1.299136 0.647223 -0.545 0.593 -0.447
F -0.332389 -0.645618 2.730311 -0.222 0.022 -0.044
H -0.868896 2.466443 -2.236118 -0.131 -0.455 -0.380
C 3.069109 -0.915813 -0.729354 1.974 -0.285 -1.006
S -2.451929 -5.753116 -0.127940 -0.090 0.054 -0.055
C 1.153592 2.065887 1.319775 -0.116 0.083 1.013
H -0.465738 5.169032 -0.899463 0.070 -0.013 -0.384
C -2.730944 -7.471718 -0.584634 -0.020 -0.122 0.023
H 1.884292 3.622698 -0.129332 -0.127 -0.149 -0.186
P 0.577051 0.682174 -1.197068 -2.037 -0.557 0.449
F -1.690294 0.676431 1.683881 -0.029 -0.253 0.090
C -0.435172 2.347863 -1.251624 0.279 0.405 -0.045
H -2.573028 -7.558113 -1.657184 0.011 0.049 -0.018
O 0.221653 2.247810 -4.599307 0.274 -0.758 0.335
C -2.705946 -5.996200 1.636502 -0.029 -0.045 0.091
H 2.905803 3.358361 1.249879 0.360 -0.175 -0.069
H -2.535769 -5.042409 2.132074 -0.017 0.034 -0.034
O -2.631836 2.189395 -0.270596 0.311 -0.257 -0.006
H -2.347398 2.925516 2.073037 -0.048 -0.313 -0.124
H 1.300236 0.064071 0.976853 -0.009 -0.139 -0.065
H 5.263048 0.145702 0.383727 0.051 -0.123 -0.164
N 1.053753 0.895236 0.474647 0.571 0.672 -0.530
```
Forces are in eV/Å.

Charge ... -1
Maximum force ... 2.23 eV Å⁻¹
Gap between HOMO and LUMO ... 7.2 eV

Mulliken population analysis, charges in e, atoms 1 to 2: -0.28 0.30

---

This record from OMol25 describes a 2-piece molecular cluster, C5H16N3 overall at a distorted geometry. The level of theory is ωB97M-V/def2-TZVPD.

The geometry in XYZ format:
```
24
Properties=species:S:1:pos:R:3:forces:R:3
H 0.260613 0.966777 -3.895322 0.034 0.238 0.171
H 0.222632 -0.869822 2.523674 0.300 -0.060 -0.432
H -0.548586 -2.190311 -1.598503 0.303 -0.305 -0.102
H 0.420538 -0.079705 4.653835 -0.111 -0.362 -0.022
H -1.502951 2.457730 -1.217971 -0.203 -0.543 0.171
H 1.833146 -0.674692 -0.373310 -0.085 -0.300 0.128
H 0.999418 0.743742 2.293103 0.477 -0.289 -0.368
H -0.393109 -1.769115 0.078740 0.160 -0.392 0.350
C -0.199863 0.559004 4.023443 0.697 -0.209 0.008
C 1.412641 -1.456489 -1.018872 0.912 0.177 0.140
C -0.095398 -1.465134 -0.912703 -0.810 0.355 -0.769
H -0.637389 0.476805 1.799190 -0.276 0.206 0.337
N -0.816681 -0.214961 -1.079170 0.714 0.321 0.496
N -0.971327 2.026985 -1.946743 0.846 0.866 -0.174
H -0.738554 2.671365 -2.681884 0.078 -0.132 -0.121
C -0.774655 0.667104 -2.151691 -1.264 -0.506 0.130
H 1.794936 -2.442737 -0.722318 -0.029 0.239 0.156
H 0.198820 1.532643 4.311654 -0.730 0.353 -0.233
N -0.226199 0.253252 -3.364063 0.105 -0.150 -0.568
H 1.879574 -1.263897 -1.994920 -0.622 -0.025 -0.047
H 0.381252 -0.554528 -3.314603 -0.010 -0.072 0.199
H -1.227022 0.381478 4.317221 -0.190 0.330 0.075
C 0.099006 0.209441 2.555882 -0.152 0.030 0.655
H -1.370853 0.035075 -0.284678 -0.143 0.231 -0.179
```
Forces are in eV/Å.

Multiplicity ... 2
Energy above the lowest of the compared OMol25 structures with the same formula, charge and spin ... 0.497 eV
<S²> ... 0.75
Maximum force ... 1.37 eV Å⁻¹
Gap between HOMO and LUMO (spin up / spin down) ... 4.8 / 9.6 eV

Mulliken population analysis, charges in e, atoms 1 to 2: 0.22 0.24

---

This record from OMol25 describes a 2-piece molecular cluster, C3H3NS overall at a distorted geometry. The level of theory is ωB97M-V/def2-TZVPD.

The geometry in XYZ format:
```
8
Properties=species:S:1:pos:R:3:forces:R:3
H 4.364683 -2.324267 -1.343183 -0.568 -0.905 0.238
C 3.614064 -1.859210 -0.734323 1.658 -1.964 -2.186
H -0.196570 1.733110 0.715909 0.062 -0.971 -0.809
S 3.105747 0.569982 0.572597 0.184 3.007 0.064
N -0.221965 0.864958 0.169044 -0.465 -0.646 0.597
H 3.569203 1.504472 -0.424105 -0.679 -1.501 1.182
C 3.340120 -0.835681 -0.219666 -0.423 1.397 0.738
C -0.392727 -0.276671 -0.081542 0.231 1.582 0.176
```
Forces are in eV/Å.

Energy above the lowest of the compared OMol25 structures with the same formula, charge and spin ... 3.215 eV
Maximum force ... 3.37 eV Å⁻¹
Gap between HOMO and LUMO ... 9.4 eV

Mulliken population analysis, charges in e, atoms 1 to 2: 0.30 0.12

---

This record from OMol25 describes one molecule with the formula C4H5NO at a distorted geometry. The level of theory is ωB97M-V/def2-TZVPD.

The geometry in XYZ format:
```
11
Properties=species:S:1:pos:R:3:forces:R:3
H -1.984094 1.654092 0.384062 0.205 -0.188 0.051
C 0.048186 -1.045829 -0.034554 0.348 -0.442 -1.298
H 2.925704 0.979434 -0.130220 0.447 0.505 -0.396
N -1.133612 1.123038 0.254378 -0.007 -0.175 -0.194
C 2.127742 0.414384 -0.543734 0.185 -0.428 1.144
H -0.367685 1.556461 -0.234958 0.017 -0.104 0.057
C 1.280859 -0.344162 -0.085349 0.810 1.059 0.943
H -0.073210 -2.068825 0.302173 0.492 0.116 0.635
C -1.223155 -0.231306 0.360307 -0.054 -0.198 -0.613
O -2.206421 -0.792318 0.806297 0.635 0.038 -0.274
H 0.605690 -1.244971 -1.078405 -3.077 -0.182 -0.057
```
Forces are in eV/Å.

Structure (SMILES) ... C#CCC(N)=O
Energy above the lowest of the compared OMol25 structures with the same formula, charge and spin ... 3.293 eV
Maximum force ... 3.08 eV Å⁻¹
Gap between HOMO and LUMO ... 10.3 eV

Mulliken population analysis, charges in e, atoms 1 to 2: 0.23 -0.48

---

This record from OMol25 describes C37H45LaN6O4 as an isolated structure at a distorted geometry. The level of theory is ωB97M-V/def2-TZVPD.

The geometry in XYZ format:
```
93
Properties=species:S:1:pos:R:3:forces:R:3
C 1.544372 2.000490 -3.767512 -1.255 -1.735 0.852
H 1.589239 -2.752030 0.527834 0.355 0.022 -0.029
N -1.778326 -2.035669 -1.683264 -1.038 0.491 -1.438
H -3.132219 5.560373 -0.050121 -0.360 -0.409 -0.194
C 4.421010 -2.002885 6.411037 0.271 -1.796 -0.150
C 1.573190 -0.812548 1.856598 1.014 0.164 1.185
H -0.769576 2.028822 -4.741340 -0.307 0.488 -0.169
H -0.551927 4.827860 -1.348716 -0.177 -0.346 0.175
H 0.499559 1.888993 5.824544 -0.240 -0.376 0.146
C 3.168794 -1.362638 3.951172 0.177 -0.702 0.530
C -1.342888 2.510927 -3.938646 0.836 0.070 0.565
H -4.078245 0.917057 -3.507888 0.142 -0.313 0.721
C 2.364874 -1.025486 2.798704 -0.756 -0.013 -1.434
H -5.517295 0.865678 -2.546948 0.511 -0.273 0.405
H 5.320056 -0.683577 -1.009119 -0.855 -0.645 -0.091
H 2.060662 -1.331127 -5.421170 0.158 0.092 0.165
H 1.056388 2.828079 -4.193274 -0.207 1.254 -0.483
C -2.354970 3.717994 -0.825353 -1.358 0.021 0.108
C -4.727721 4.300100 -0.862506 -0.062 0.828 0.441
C 2.153770 -0.392162 -2.292612 3.041 -1.375 0.095
H -4.050226 -0.035430 -1.931542 -0.274 0.254 -0.284
O -4.555419 -2.348113 0.482989 0.503 1.057 -0.186
H -2.447042 -3.808105 -2.544403 0.551 -0.376 0.155
C 2.269460 -1.442702 -3.282013 0.960 1.124 1.183
C -2.235497 1.867002 3.961714 -0.168 0.278 -0.386
C 0.518643 1.279869 -2.797260 3.845 -2.686 1.049
C -0.863870 -4.321777 -1.073294 -0.615 -0.270 -0.211
La -0.761025 -0.643223 0.258734 1.345 -0.157 1.419
C -0.865727 1.758854 -2.688921 -2.456 0.480 1.040
H -6.015890 2.996249 -1.866737 0.157 -0.515 0.154
H -2.964160 2.220042 4.704085 0.433 -0.413 -0.561
H 1.139390 -4.900836 -0.505341 -0.470 0.269 -0.575
H 4.944736 -2.332134 7.332680 -0.620 0.665 -0.462
H 2.482245 2.273824 -3.295216 -0.120 -0.058 0.389
C -2.655383 2.436178 -1.359635 -2.075 0.596 -0.738
H -2.401837 2.398998 -4.164109 0.018 0.093 0.429
C -0.956445 4.171802 -0.556115 0.621 -1.127 -0.887
H 3.500982 0.596128 4.490511 -0.526 1.538 0.101
H -5.557888 5.000567 -0.664938 0.635 -0.346 -0.115
H 0.860922 1.452494 3.085859 0.118 -0.320 -0.063
C -5.002912 3.110858 -1.487995 0.954 -1.274 -0.506
C 3.354201 1.085075 -0.534086 0.131 0.728 0.099
C 1.465784 -1.497991 -4.520209 -0.612 -1.133 -0.040
C -3.997174 2.108419 -1.723426 -0.521 2.078 0.664
H -0.300126 3.289397 -0.438868 -0.081 0.551 -0.059
H -0.101507 3.444970 5.362028 -0.154 0.078 0.055
H 5.081516 -2.996612 -2.180743 -0.575 1.147 0.192
H -1.229687 2.361099 6.202946 0.591 -0.154 -0.012
C 3.527989 -2.698713 4.273607 -0.508 -0.341 -1.202
H 1.060741 -3.615054 -1.739036 -0.138 0.052 0.362
O -1.503641 -2.181300 2.030447 -0.179 -0.052 0.040
C 3.309594 -2.375553 -3.167664 -0.432 0.448 -0.126
H 3.378872 -3.175038 -3.933672 -0.077 0.448 0.761
C -0.211276 1.479199 3.131731 -1.400 0.400 0.348
H -1.404003 -4.448703 -0.105382 0.016 0.616 -0.763
H 0.183629 -3.294895 1.106160 -0.376 -0.479 0.498
H 3.288056 0.781077 0.535440 -0.231 0.191 -0.724
H 4.497267 -4.090289 5.587027 0.020 0.483 0.240
C -1.484097 -3.437625 -2.154469 -0.413 0.954 -0.533
C -0.398434 2.400171 5.485850 0.429 0.718 0.401
H 1.069950 -2.532130 -4.599932 -0.262 0.686 -0.250
C -2.767708 -2.247023 2.287176 -2.190 0.669 -0.958
H -2.787443 -2.007794 -1.487980 0.280 -0.265 0.799
H 3.221703 -3.399719 3.452722 0.541 0.179 1.232
H -3.253634 1.373790 2.052632 0.470 -0.193 0.246
O -3.400090 -2.588116 3.277517 1.244 0.049 -0.667
N 0.947538 0.251795 -2.066298 -2.933 2.759 -1.674
H 2.561693 1.828645 -0.785320 0.300 -0.684 0.380
C -3.421710 4.606961 -0.513534 1.185 -0.510 -0.303
H -1.061589 3.587388 -3.860114 -0.294 -0.690 -0.261
H -0.921184 4.714692 0.348455 0.074 0.680 1.056
C 3.540035 -0.385258 4.856375 0.312 -0.863 1.073
N -1.064997 1.203015 2.147259 -0.570 0.513 0.760
N -0.885451 1.886337 4.243976 -0.331 -0.459 -0.940
C 4.034757 -0.695684 6.145903 0.045 -0.636 -1.252
H 1.782127 1.315246 -4.580160 0.058 -0.094 -0.045
C 4.207907 -3.046600 5.444921 -0.654 1.564 -0.402
H 4.091973 0.076247 6.890430 0.424 0.223 0.138
H -1.824767 -1.338682 -2.469526 0.706 -1.050 0.431
C 4.377621 -0.999720 -1.510230 0.823 -0.037 0.498
N 0.659702 -3.033501 0.265015 0.000 1.303 -1.163
C 3.313261 -0.123059 -1.446824 -1.791 0.047 -0.947
C 4.292549 -2.199992 -2.213962 1.349 -0.868 -0.573
C 0.565898 -3.996605 -0.830764 1.591 -0.307 1.569
C -2.355331 1.465421 2.662463 0.756 0.037 -0.070
H -0.772789 -3.353163 -3.016637 -0.517 -0.241 0.721
C -3.646293 -1.692023 0.964561 1.574 -1.087 1.627
H 0.693150 -0.756452 -4.493902 -0.796 0.131 -0.202
O -3.052155 -0.602325 0.517630 -1.358 -0.301 -0.633
H 4.297241 1.669715 -0.646359 -0.386 -0.643 -0.049
H -0.830290 -5.308543 -1.470816 -0.387 -1.001 -0.600
N -1.593803 1.540874 -1.620221 2.552 0.198 -1.251
C -4.417410 0.869870 -2.442589 -0.014 -0.105 -0.841
```
Forces are in eV/Å.

Energy above the lowest of the compared OMol25 structures with the same formula, charge and spin ... 0.000 eV
Maximum force ... 4.81 eV Å⁻¹
Gap between HOMO and LUMO ... 5.6 eV

Mulliken population analysis, charges in e, atoms 1 to 2: -1.74 0.05